Run A
Below is a cluster of 2 separate species, C2H7N2O3P in total, with properties calculated with wB97M-V/def2-TZVPD.

Output
Molecular weight (g mol⁻¹): 138.063
HOMO-LUMO gap (spin up / spin down) (eV): 6.26 / 6.72
Total charge: -2

Last column: Mulliken charge in e.
Cartesian coordinates (Å):
C (0.62, -1.42, 0.97)  -1.12
C (0.08, -0.85, -0.38)  -0.12
N (0.78, 2.14, -0.75)  -0.59
N (1.58, 1.01, -0.44)  -0.57
O (-2.30, -1.34, 0.53)  -0.81
O (-2.31, 0.20, -1.47)  -0.83
O (-1.49, 1.17, 0.66)  -0.80
P (-1.66, -0.08, -0.14)  0.74
H (-0.14, -1.20, 1.66)  0.36
H (1.54, -0.76, 1.07)  0.22
H (0.92, -2.44, 0.76)  0.27
H (0.47, -1.42, -1.31)  0.28
H (-0.04, 1.93, -0.12)  0.39
H (0.47, 2.19, -1.66)  0.31
H (1.50, 0.88, 0.63)  0.27

***

Run B
Below is a cluster of 2 separate species, C2H7N2O3P in total, with properties calculated with wB97M-V/def2-TZVPD.

Output
Molecular weight (g mol⁻¹): 138.063
HOMO-LUMO gap (eV): 5.83
Total charge: -2

Last column: Mulliken charge in e.
Cartesian coordinates (Å):
C (-2.06, 0.39, 1.78)  -0.54
C (0.88, 0.03, -1.14)  -1.00
N (-4.20, -0.23, 2.23)  -0.91
N (-3.25, 0.30, 1.36)  -0.21
O (3.02, 0.85, -2.89)  -0.77
O (3.42, 0.26, -0.40)  -0.57
O (2.79, -1.68, -2.08)  -0.74
P (2.62, -0.17, -1.84)  0.85
H (-1.76, 0.19, 2.80)  0.45
H (-1.28, 0.76, 0.99)  0.17
H (0.86, -0.79, -0.51)  0.32
H (0.68, 0.87, -0.34)  0.21
H (-5.09, -0.16, 1.77)  0.08
H (0.19, -0.10, -1.89)  0.37
H (3.16, -0.52, 0.14)  0.30

***

Most stable to least stable: run B, run A

***

Run A
Below is a structure of composition C3H3NO2, with properties calculated with wB97M-V/def2-TZVPD.

Output
Molecular weight (g mol⁻¹): 85.062
HOMO-LUMO gap (eV): 9.11

Last column: Mulliken charge in e.
Cartesian coordinates (Å):
C (-0.97, -0.73, 0.89)  0.17
C (0.44, 0.27, -0.72)  -0.42
C (1.57, 0.06, -1.36)  0.66
N (-0.10, -0.83, -0.02)  -0.43
O (-1.32, 0.48, 1.47)  -0.52
O (2.45, -0.14, -2.06)  -0.30
H (-0.92, 1.20, 0.56)  0.39
H (0.27, 1.20, -0.25)  0.09
H (-1.41, -1.51, 1.49)  0.36

***

Run B
Below is the molecule C3H3NO2, with properties calculated with wB97M-V/def2-TZVPD.

Output
SMILES string: COC(=O)C#N
Molecular weight (g mol⁻¹): 85.062
HOMO-LUMO gap (eV): 11.91

Last column: Mulliken charge in e.
Cartesian coordinates (Å):
C (-1.41, -0.19, 0.14)  -0.59
O (-0.09, -0.57, -0.23)  -0.29
C (0.82, 0.39, -0.39)  0.65
O (0.65, 1.54, -0.69)  -0.46
C (2.13, -0.18, -0.01)  0.19
N (3.10, -0.64, 0.42)  -0.31
H (-1.76, -1.03, 0.74)  0.23
H (-1.38, 0.72, 0.75)  0.32
H (-2.05, -0.04, -0.73)  0.26

***

Run C
Below is the molecule C3H3NO2, with properties calculated with wB97M-V/def2-TZVPD.

Output
SMILES string: C=NOC=C=O
Molecular weight (g mol⁻¹): 85.062
HOMO-LUMO gap (eV): 9.06

Last column: Mulliken charge in e.
Cartesian coordinates (Å):
C (-0.31, -1.25, -1.36)  -0.24
N (0.49, -0.52, -0.65)  -0.39
O (0.12, -0.64, 0.70)  -0.17
C (0.02, 0.60, 1.28)  -0.62
C (0.58, 1.67, 0.81)  0.94
O (1.06, 2.68, 0.43)  -0.39
H (-1.14, -1.82, -0.91)  0.28
H (-0.20, -1.29, -2.45)  0.28
H (-0.61, 0.58, 2.15)  0.31

***

Most stable to least stable: run B, run A, run C

***

Run A
Below is the molecule C3H3NO2, with properties calculated with wB97M-V/def2-TZVPD.

Output
SMILES string: COC(=O)C#N
Molecular weight (g mol⁻¹): 85.062
HOMO-LUMO gap (eV): 11.69

Last column: Mulliken charge in e.
Cartesian coordinates (Å):
C (-1.22, -0.25, 0.22)  -0.68
O (-0.49, 0.43, -0.81)  -0.31
C (0.82, 0.65, -0.68)  0.67
O (1.40, 1.48, -1.32)  -0.46
C (1.56, -0.22, 0.26)  0.20
N (2.22, -0.87, 0.95)  -0.31
H (-0.80, -1.23, 0.45)  0.35
H (-1.26, 0.37, 1.12)  0.31
H (-2.23, -0.36, -0.19)  0.24

***

Run B
Below is the molecule C3H3NO2, with properties calculated with wB97M-V/def2-TZVPD.

Output
Molecular weight (g mol⁻¹): 85.062
HOMO-LUMO gap (spin up / spin down) (eV): 8.37 / 7.47

Last column: Mulliken charge in e.
Cartesian coordinates (Å):
C (2.50, 0.00, -0.45)  0.34
C (1.44, -0.70, -0.07)  0.44
C (0.10, -0.01, 0.08)  -0.91
N (3.42, 0.57, -0.80)  -0.28
O (2.20, -3.22, 0.52)  -0.37
O (1.45, -2.02, 0.20)  -0.15
H (0.35, 1.06, -0.06)  0.35
H (-0.25, -0.42, 1.10)  0.30
H (-0.50, -0.56, -0.65)  0.29

***

Most stable to least stable: run A, run B

***

Run A
Below is the molecule C3H3NO2, with properties calculated with wB97M-V/def2-TZVPD.

Output
SMILES string: N#CCOC=O
Molecular weight (g mol⁻¹): 85.062
HOMO-LUMO gap (eV): 11.38

Last column: Mulliken charge in e.
Cartesian coordinates (Å):
N (0.92, -2.18, -0.90)  -0.41
C (0.92, -1.07, -0.43)  0.31
C (0.74, 0.02, 0.50)  -0.29
O (0.09, 1.17, -0.01)  -0.26
C (-1.12, 0.78, -0.30)  0.10
O (-1.70, -0.34, -0.24)  -0.49
H (0.23, -0.25, 1.37)  0.30
H (1.66, 0.32, 0.81)  0.35
H (-1.73, 1.55, -0.80)  0.38

***

Run B
Below is a structure of composition C3H3NO2, with properties calculated with wB97M-V/def2-TZVPD.

Output
Molecular weight (g mol⁻¹): 85.062
HOMO-LUMO gap (spin up / spin down) (eV): 6.89 / 6.89

Last column: Mulliken charge in e.
Cartesian coordinates (Å):
C (-1.46, 0.42, 0.19)  -0.31
C (-0.17, 0.70, 0.38)  0.08
C (-1.07, -1.07, 0.15)  0.55
N (0.19, -0.60, 0.64)  -0.17
O (-1.45, -2.11, -0.24)  -0.41
O (2.10, -1.45, -0.36)  -0.59
H (-2.35, 1.00, 0.58)  0.27
H (0.51, 1.60, 0.26)  0.30
H (2.93, -1.21, 0.19)  0.28

***

Most stable to least stable: run A, run B

***

Run A
Below is the molecule C3H3NO2, with properties calculated with wB97M-V/def2-TZVPD.

Output
SMILES string: Oc1ccon1
Molecular weight (g mol⁻¹): 85.062
HOMO-LUMO gap (eV): 10.90

Last column: Mulliken charge in e.
Cartesian coordinates (Å):
O (2.01, 0.30, 0.03)  -0.51
C (0.73, -0.11, 0.07)  0.56
C (-0.37, 0.79, 0.03)  -0.32
C (-1.43, -0.05, 0.10)  -0.35
O (-1.02, -1.32, 0.18)  -0.11
N (0.36, -1.36, 0.17)  -0.39
H (2.51, -0.22, -0.60)  0.35
H (-0.31, 1.86, -0.06)  0.35
H (-2.49, 0.11, 0.08)  0.42

***

Run B
Below is the molecule C3H3NO2, with properties calculated with wB97M-V/def2-TZVPD.

Output
SMILES string: N#C[C@@H](O)C=O
Molecular weight (g mol⁻¹): 85.062
HOMO-LUMO gap (eV): 11.01

Last column: Mulliken charge in e.
Cartesian coordinates (Å):
N (-1.86, 1.08, 1.35)  -0.36
C (-1.11, 0.45, 0.73)  0.04
C (-0.03, -0.34, 0.12)  0.43
O (-0.34, -1.12, -1.01)  -0.51
C (1.10, 0.62, -0.30)  -0.04
O (1.37, 1.62, 0.31)  -0.43
H (0.34, -0.96, 0.95)  0.19
H (-1.27, -1.37, -1.02)  0.34
H (1.63, 0.28, -1.22)  0.34

***

Most stable to least stable: run B, run A

***

Run A
Below is the ion C2H6N5 with charge +1, with properties calculated with wB97M-V/def2-TZVPD.

Output
SMILES string: [H]/N=C(\N)[NH2+]N=C=N
Molecular weight (g mol⁻¹): 100.105
HOMO-LUMO gap (eV): 10.30
Total charge: +1

Last column: Mulliken charge in e.
Cartesian coordinates (Å):
H (-0.23, -1.81, 0.77)  0.24
N (0.37, -1.07, 0.38)  -0.47
C (-0.31, -0.04, 0.17)  0.45
N (-1.51, 0.31, 0.62)  -0.41
N (0.53, 1.19, -0.37)  0.03
N (1.86, 0.84, -0.74)  -0.69
C (2.24, -0.24, -0.20)  0.49
N (2.95, -1.10, 0.15)  -0.21
H (-2.01, 1.18, 0.36)  0.24
H (-2.14, -0.46, 0.94)  0.26
H (0.64, 1.78, 0.48)  0.38
H (0.11, 1.74, -1.21)  0.42
H (3.41, -1.97, 0.07)  0.29

***

Run B
Below is a cluster of 2 separate species, C2H6N5 in total, with properties calculated with wB97M-V/def2-TZVPD.

Output
Molecular weight (g mol⁻¹): 100.105
HOMO-LUMO gap (eV): 9.81
Total charge: +1

Last column: Mulliken charge in e.
Cartesian coordinates (Å):
C (0.83, -0.29, 0.26)  0.40
C (0.89, 0.20, -1.06)  -0.31
N (-1.80, 2.17, -0.51)  -0.46
N (-1.97, 1.15, -0.10)  0.83
N (0.46, -1.17, -0.66)  -0.18
N (-1.80, 0.06, 0.38)  -0.59
N (0.91, -0.23, 1.53)  -0.28
H (0.29, 0.97, -1.44)  0.22
H (1.83, 0.30, -1.61)  0.29
H (0.53, -2.04, -1.06)  0.26
H (-2.51, -0.67, 0.16)  0.25
H (1.20, 0.59, 1.94)  0.26
H (1.13, -1.03, 2.17)  0.31

***

Most stable to least stable: run A, run B